Formula: C4H12NO3
Source: the Open Molecules 2025 dataset
Level of theory: the ωB97M-V functional and the def2-TZVPD basis

## Properties
E_tot = -440.09017 Ha
HOMO-LUMO gap = 7.40 eV
max |F| = 1.47 eV/Å
net charge = -1

```
20
Properties=species:S:1:pos:R:3:forces:R:3
C 1.38570 -0.55422 -0.74856 0.91 0.28 -0.16
C 0.41712 -0.87189 0.37892 -0.92 0.25 -0.14
C 1.05719 -0.74243 1.73792 1.27 -0.67 0.34
O 0.27778 -1.27468 2.79997 -0.20 0.25 -0.08
N -0.85128 -0.13576 0.35772 0.14 0.16 0.18
C -0.74746 1.35177 0.21125 0.14 -0.13 -0.90
O -0.55703 1.77236 -1.06446 -0.20 0.01 0.10
H 1.16388 -1.10968 -1.63438 -0.27 -0.70 -0.55
H 2.44282 -0.73311 -0.51512 -0.10 -0.32 0.27
H 1.35114 0.45762 -1.11691 -0.40 0.65 0.38
H 0.07262 -1.91238 0.30257 0.47 -0.11 0.02
H 1.95802 -1.36378 1.69972 0.02 -0.18 0.08
H 1.47486 0.24724 1.97868 -0.65 0.17 -0.17
H -0.63865 -1.03854 2.60115 -0.01 0.15 -0.18
H -1.36828 -0.40936 -0.47582 0.03 -0.11 0.12
H -1.70897 1.66998 0.65124 0.03 0.47 0.18
H 0.09937 1.71092 0.82212 -0.21 -0.18 0.55
H -1.29424 1.16928 -2.19419 0.06 0.07 -0.38
H -2.72024 0.95053 -2.74709 -0.03 -0.03 -0.22
O -1.81433 0.81612 -3.04472 -0.06 -0.02 0.56
```
Forces are in eV/Å.

Formula: C4H12NO3
Source: the Open Molecules 2025 dataset
Level of theory: the ωB97M-V functional and the def2-TZVPD basis

## Properties
E_tot = -439.83437 Ha
HOMO-LUMO gap = 10.42 eV
max |F| = 2.60 eV/Å
net charge = +1

```
20
Properties=species:S:1:pos:R:3:forces:R:3
O 1.08835 -2.12098 1.50058 0.21 0.17 -0.48
C 0.20233 -1.35919 1.29464 -0.29 -0.13 0.60
O -0.98200 -1.38603 1.96267 -0.27 0.32 -0.59
C 0.21599 -0.17850 0.31592 0.79 -0.01 0.74
C 1.38974 0.80348 0.60929 -1.35 -0.95 0.73
C 2.63461 0.46388 -0.14674 0.35 -1.46 -0.82
N -1.11532 0.51378 0.43252 0.33 0.25 -2.57
H -1.11326 -2.21798 2.42554 0.29 -0.36 0.38
H 0.31355 -0.57330 -0.68351 -0.25 -0.12 -0.42
H 1.53426 0.62852 1.66779 0.50 0.51 0.43
H 0.96522 1.79434 0.51141 0.40 0.52 -0.38
H 2.94496 -0.55215 0.11120 0.13 0.10 0.70
H 3.47926 1.11361 0.04162 -0.08 0.26 -0.12
H 2.48072 0.25590 -1.21407 -0.14 1.03 -0.06
H -1.30084 0.98451 -0.46015 0.23 0.23 0.01
H -1.18184 1.24659 1.12661 -0.15 -0.29 0.81
H -1.81887 -0.21043 0.44371 -0.69 -0.05 1.00
H -3.06872 1.57368 -5.10167 -0.10 0.17 -0.03
H -3.08579 2.95910 -4.41616 -0.19 0.02 -0.14
O -2.51168 2.24018 -4.68820 0.29 -0.20 0.23
```
Forces are in eV/Å.

Formula: C4H12NO5
Source: the Open Molecules 2025 dataset
Level of theory: the ωB97M-V functional and the def2-TZVPD basis

## Properties
E_tot = -590.32115 Ha
HOMO-LUMO gap = 10.84 eV
max |F| = 2.83 eV/Å
net charge = +1

```
22
Properties=species:S:1:pos:R:3:forces:R:3
O 0.96382 -2.52925 -0.58895 0.52 0.08 -0.02
C -0.09432 -2.09256 -0.28546 -2.16 1.82 -0.12
C -0.42886 -0.57181 -0.01188 2.14 -0.32 1.31
C -1.60535 0.08991 -0.67310 -0.75 0.45 -1.29
C -2.98450 -0.34702 -0.23195 -1.06 -1.30 2.09
O -2.90743 -1.12926 0.90645 1.15 0.38 -0.40
O -4.06634 -0.16468 -0.69633 0.68 0.81 -1.01
N 0.81172 0.25459 -0.30691 1.45 -1.00 1.86
H -1.07087 -2.59660 -0.17139 0.49 -0.91 -0.01
H -0.49236 -0.54349 1.11889 -0.54 0.00 -1.20
H -1.68533 0.10358 -1.78783 0.66 -0.53 0.66
H -1.39083 1.13100 -0.46131 -0.96 0.50 0.24
H -3.79618 -1.42673 1.13692 -0.25 0.09 -0.10
H 1.40876 -0.29958 -0.92930 -0.12 0.58 -0.53
H 0.73458 1.24743 -0.52358 -0.24 -0.22 -0.98
H 1.46411 0.35647 0.58695 -1.12 -0.53 -0.98
H 3.16419 2.88548 -1.29160 -0.65 0.36 0.22
H 3.42991 1.51966 -1.64824 -0.38 -0.51 -0.09
O 2.67903 2.04902 -1.34180 1.02 0.14 -0.12
H 1.23909 0.93808 2.58039 -0.04 0.17 -0.02
H 2.64313 0.39153 2.61957 0.22 -0.07 -0.31
O 1.98402 0.73422 2.00047 -0.07 0.02 0.80
```
Forces are in eV/Å.